43
Properties=species:S:1:pos:R:3:mulliken_spin:R:1 method="wB97M-V/def2-TZVPD" molar_mass_g_mol=503.5 total_energy_ev=-48213.6414 multiplicity=4 total_charge=-2 relative_energy_kj_mol=0.0 orbital_gap_ha="0.091 / 0.188"
C -0.538 0.893 -2.387 0.102
C -1.394 -0.122 -1.800 -0.029
C -0.563 -1.258 -1.439 0.203
C -2.904 -0.142 -1.895 0.167
C 0.791 -0.952 -1.812 -0.184
C 0.827 0.329 -2.475 0.098
C 2.068 1.077 -2.846 0.063
C -1.006 2.279 -2.711 -0.114
C -1.085 -2.634 -1.067 0.079
C 1.962 -1.907 -1.710 -0.047
Re 0.114 0.575 -0.475 1.604
Cl -1.669 -0.214 1.172 0.411
Cl -0.410 2.480 0.979 0.091
O 1.275 0.007 1.099 -0.286
H -3.322 0.840 -1.630 0.000
H -3.373 -0.933 -1.285 -0.034
H -3.202 -0.340 -2.946 -0.014
H -1.842 -2.594 -0.266 -0.004
H -0.282 -3.325 -0.760 -0.004
H -1.584 -3.133 -1.918 -0.017
H 1.806 -2.705 -0.966 -0.067
H 2.913 -1.391 -1.475 0.062
H 2.107 -2.407 -2.682 0.021
H 2.963 0.433 -2.868 0.025
H 2.185 1.780 -1.939 0.045
H 1.934 1.532 -3.818 -0.008
H -1.891 2.581 -2.121 -0.016
H -1.281 2.321 -3.768 0.007
H -0.221 3.037 -2.545 0.038
H 2.096 -0.529 0.870 0.159
O 1.774 1.855 -0.655 -0.144
H 1.440 2.745 -0.374 0.023
C 0.198 -2.008 4.586 -0.074
C 0.025 -2.806 3.432 0.103
C 0.056 -2.192 2.185 0.193
C 0.174 -0.777 2.193 0.446
C 0.269 0.027 3.342 -0.090
C 0.330 -0.611 4.551 0.059
H 0.163 -2.522 5.553 -0.022
H -0.171 -3.889 3.524 0.016
H -0.173 -2.694 1.245 0.072
H 0.300 1.085 3.192 0.052
H 0.411 -0.045 5.476 0.017